[1]
{"formula": "C15H28BiBrN6O6P", "method": "ωB97M-V/def2-TZVPD", "species": ["Bi", "N", "C", "C", "C", "C", "N", "C", "N", "N", "C", "O", "O", "H", "H", "H", "H", "H", "H", "H", "H", "H", "H", "H", "H", "H", "H", "N", "C", "P", "O", "O", "C", "N", "H", "H", "H", "H", "H", "H", "H", "H", "H", "H", "Br", "C", "C", "C", "C", "C", "C", "C", "O", "O", "H", "H", "H", "H"], "xyz": [[1.4948, 0.6178, 1.0077], [-0.4291, 1.2370, 2.3874], [-1.6723, 0.7080, 1.7725], [-2.9352, 1.4749, 2.1522], [-3.0382, 2.9170, 1.6283], [-4.4722, 3.2766, 1.2349], [-4.8441, 2.7709, -0.0841], [-5.1625, 3.4869, -1.1606], [-5.5721, 2.8462, -2.2592], [-5.0689, 4.8127, -1.1900], [-1.5102, 0.5334, 0.2601], [-2.4607, 0.5110, -0.4784], [-0.2737, 0.3007, -0.1697], [-0.2945, 0.8245, 3.3094], [-0.4959, 2.2423, 2.5418], [-1.7805, -0.3158, 2.1495], [-3.0079, 1.4711, 3.2425], [-3.7812, 0.8764, 1.8097], [-2.3718, 3.0958, 0.7813], [-2.7457, 3.6188, 2.4127], [-4.6423, 4.3496, 1.2732], [-5.1698, 2.8555, 1.9635], [-4.8378, 1.7697, -0.2051], [-5.8523, 1.8810, -2.2135], [-5.8700, 3.3589, -3.0726], [-4.7343, 5.3470, -0.4082], [-5.4353, 5.3334, -1.9698], [0.2131, -1.5076, -2.2065], [0.9854, -0.5980, -3.1015], [2.2942, 0.2835, -2.1305], [1.9580, 1.7032, -1.9554], [2.4762, -0.5593, -0.8598], [3.9022, 0.0997, -3.0148], [4.6603, -1.1075, -2.5193], [-0.5666, -1.9404, -2.7063], [-0.1630, -0.9442, -1.4095], [0.7986, -2.2492, -1.8193], [0.2864, 0.1475, -3.4797], [1.3698, -1.1741, -3.9436], [4.4851, 0.9841, -2.7579], [3.8278, 0.0485, -4.0994], [4.3259, -1.3524, -1.5740], [5.6654, -0.9212, -2.4720], [4.5377, -1.9261, -3.1182], [3.1970, -5.4844, -1.0535], [3.3684, -4.7299, 0.6792], [4.1599, -5.3217, 1.6533], [4.2956, -4.6919, 2.8855], [3.6737, -3.4775, 3.1408], [2.8602, -2.9185, 2.1617], [2.6961, -3.5540, 0.9328], [2.2565, -1.5795, 2.2906], [2.7375, -0.6126, 2.8663], [1.1664, -1.3524, 1.5392], [4.6721, -6.2528, 1.4556], [4.9134, -5.1490, 3.6446], [3.8179, -2.9729, 4.0860], [2.0922, -3.0908, 0.1702]], "forces_ev_per_a": [[0.349, 0.854, -0.008], [0.058, -0.051, 0.112], [-0.061, -0.081, 0.135], [0.014, -0.103, 0.053], [-0.019, 0.136, 0.166], [-0.110, -0.027, 0.081], [-0.011, 0.102, -0.089], [-0.068, -0.062, 0.041], [-0.032, -0.008, -0.023], [0.003, 0.019, 0.050], [-0.094, -0.075, 0.057], [-0.020, 0.009, -0.021], [-0.193, 0.024, -0.123], [-0.038, 0.035, 0.005], [0.021, -0.004, -0.088], [0.033, 0.036, -0.090], [-0.049, 0.005, -0.025], [0.054, -0.002, -0.083], [-0.033, -0.026, -0.097], [0.062, -0.031, -0.014], [0.094, 0.013, -0.052], [0.024, 0.019, -0.027], [0.061, -0.040, -0.004], [-0.003, -0.006, 0.008], [0.026, 0.011, -0.010], [0.002, -0.027, -0.013], [-0.003, 0.009, -0.001], [-0.214, -0.073, 0.007], [0.058, 0.043, -0.156], [0.005, 0.163, -0.054], [-0.055, 0.073, 0.048], [-0.004, -0.223, 0.029], [0.064, -0.101, -0.040], [0.080, -0.027, 0.086], [0.007, -0.003, 0.030], [0.031, -0.035, 0.003], [0.010, 0.010, 0.072], [0.097, 0.036, -0.035], [0.008, 0.004, 0.035], [-0.063, 0.027, 0.011], [-0.036, 0.042, 0.005], [0.017, 0.035, -0.041], [0.005, -0.036, -0.010], [-0.009, -0.027, 0.006], [0.047, -0.002, 0.070], [-0.032, 0.004, -0.076], [-0.048, 0.048, -0.012], [-0.003, 0.042, 0.008], [0.034, -0.003, 0.002], [-0.072, 0.044, 0.094], [0.054, 0.027, 0.041], [-0.395, -0.449, -0.649], [0.343, 0.384, 0.360], [0.092, -0.687, 0.193], [0.000, -0.018, -0.008], [0.014, -0.010, 0.033], [-0.012, 0.008, 0.023], [-0.087, -0.025, -0.015]], "nbo_charge": [2.07, -0.86, -0.17, -0.42, -0.43, -0.21, -0.56, 0.68, -0.76, -0.76, 0.79, -0.59, -0.89, 0.43, 0.41, 0.26, 0.24, 0.24, 0.21, 0.24, 0.22, 0.23, 0.42, 0.43, 0.43, 0.43, 0.43, -0.69, -0.62, 2.14, -1.07, -1.22, -0.62, -0.68, 0.45, 0.48, 0.44, 0.28, 0.25, 0.29, 0.27, 0.47, 0.46, 0.45, 0.07, -0.10, -0.19, -0.17, -0.13, -0.20, -0.15, 0.79, -0.63, -0.84, 0.26, 0.25, 0.25, 0.20], "homo_ha": -0.584, "e_above_lowest_kcal_mol": 23.70, "mol_weight_g_mol": 708.28, "charge": 3, "orbital_gap_ha": 0.2994}



[2]
{"formula": "C41H39N3O7OsP2", "method": "ωB97M-V/def2-TZVPD", "species": ["Os", "C", "C", "C", "C", "C", "C", "C", "C", "C", "H", "H", "H", "H", "H", "H", "H", "H", "H", "H", "H", "H", "H", "H", "H", "P", "P", "C", "C", "C", "C", "C", "C", "C", "C", "C", "C", "C", "C", "C", "C", "C", "C", "C", "C", "C", "C", "C", "C", "C", "C", "C", "C", "H", "H", "H", "H", "H", "H", "H", "H", "H", "H", "H", "H", "H", "H", "H", "H", "H", "H", "H", "H", "H", "H", "O", "N", "O", "C", "C", "C", "C", "O", "C", "C", "N", "O", "O", "N", "O", "O", "H", "H"], "xyz": [[0.0418, 0.4755, 0.9311], [2.8483, -3.5312, 2.2523], [3.2679, -2.9346, 1.1371], [2.5502, -2.9155, -0.1869], [1.3608, -1.9278, -0.4126], [0.2273, -1.8367, 0.5512], [-0.2107, -3.0343, 1.3145], [0.5372, -4.3343, 1.4480], [1.7246, -4.4848, 2.4118], [-1.8232, 0.4707, 1.7190], [3.5049, -3.4620, 3.1297], [4.2563, -2.4213, 1.1470], [2.2653, -3.9274, -0.5051], [3.3115, -2.5555, -0.8831], [1.7349, -0.8953, -0.5777], [0.9175, -2.2262, -1.3889], [-0.6914, -1.4019, 0.0542], [-1.2946, -3.1822, 1.3310], [0.8279, -4.7142, 0.4625], [-0.1916, -5.0951, 1.7566], [1.3881, -4.4203, 3.4535], [2.0737, -5.5271, 2.3192], [-1.8140, 0.8899, 2.7482], [-2.1818, -0.5715, 1.8619], [-2.5584, 0.9726, 1.0515], [0.6045, 2.4148, -1.7456], [-1.8108, 1.3896, -2.1098], [0.6357, 1.1295, -3.0534], [-0.6352, 0.7269, -3.3271], [1.1509, 3.8767, -2.8003], [1.7088, 3.7332, -4.0775], [2.1616, 4.8478, -4.7959], [2.0659, 6.1275, -4.2443], [1.4940, 6.2813, -2.9765], [1.0467, 5.1688, -2.2542], [2.0725, 2.0239, -0.8237], [1.7706, 1.5300, 0.5299], [2.9719, 1.0527, 1.2104], [4.2548, 1.3341, 0.7619], [4.4687, 1.9352, -0.4804], [3.3675, 2.2111, -1.2969], [-2.8524, 2.4633, -3.3104], [-2.2540, 3.5837, -3.9222], [-2.9248, 4.3358, -4.8893], [-4.2318, 3.9918, -5.2600], [-4.8543, 2.8987, -4.6492], [-4.1670, 2.1457, -3.6885], [-2.9610, -0.0516, -1.9310], [-4.0545, 0.0943, -1.0553], [-4.9517, -0.9592, -0.8739], [-4.7858, -2.1498, -1.5832], [-3.7066, -2.2971, -2.4455], [-2.7713, -1.2697, -2.6022], [1.5677, 0.8293, -3.5451], [-0.9770, 0.1414, -4.1827], [1.8114, 2.7458, -4.5269], [2.6174, 4.6991, -5.7738], [2.4637, 6.9924, -4.7856], [1.4220, 7.2747, -2.5374], [0.6314, 5.2925, -1.2516], [0.9249, 2.1912, 1.1332], [2.8465, 0.5409, 2.1493], [5.0936, 1.0639, 1.4134], [5.4902, 2.1550, -0.8059], [3.5488, 2.5851, -2.3076], [-1.2289, 3.8600, -3.6633], [-2.4314, 5.1828, -5.3727], [-4.7529, 4.5585, -6.0268], [-5.8730, 2.6160, -4.9306], [-4.6649, 1.2771, -3.2573], [-4.1883, 1.0417, -0.5244], [-5.7745, -0.8294, -0.1808], [-5.4955, -2.9600, -1.4501], [-3.5681, -3.2160, -3.0096], [-1.9074, -1.4038, -3.2537], [1.4106, -4.1029, 8.4182], [1.7517, -3.0464, 7.8494], [2.7241, -2.3671, 8.2344], [1.0116, -2.6359, 6.6849], [-0.0097, -3.4631, 6.2042], [-0.6853, -3.1160, 5.0524], [-0.1888, -2.0894, 4.2038], [-0.4692, -2.0587, 2.9682], [0.7982, -1.1993, 4.7434], [1.4518, -1.5340, 5.9270], [1.2090, -0.1120, 3.9132], [2.3484, 0.3529, 4.0675], [0.3704, 0.3975, 3.0344], [-1.7734, -3.8992, 4.4892], [-1.8544, -5.1152, 4.7541], [-2.5737, -3.2947, 3.7380], [-0.2867, -4.3694, 6.7324], [2.3242, -0.9637, 6.2433]], "forces_ev_per_a": [[-0.403, -4.427, -1.289], [1.287, -0.069, -0.007], [0.106, 0.601, 0.380], [0.301, 0.466, -0.382], [0.586, -0.095, -1.074], [-1.638, 0.208, 0.675], [-0.287, 1.478, -0.094], [-0.527, -0.770, 0.622], [-0.521, 0.170, 0.258], [-1.780, 0.259, 0.444], [-0.212, -0.006, -0.307], [-0.929, -0.238, 0.176], [0.156, 0.409, 0.023], [-0.179, -0.325, -0.313], [0.204, -0.630, -0.076], [0.329, 0.201, 0.307], [0.268, -0.615, -0.079], [0.393, 0.152, 0.010], [-0.093, 0.537, -0.067], [-0.045, 0.288, 0.119], [-0.263, 0.006, -0.178], [0.085, 0.360, -0.064], [-0.076, 0.106, -0.857], [0.466, 0.282, -0.269], [0.543, 0.025, 0.456], [1.271, 1.815, -1.100], [-2.940, -0.820, -0.532], [-1.236, -0.259, 0.217], [1.213, 0.743, 0.162], [0.169, -0.111, 0.182], [-0.007, 0.216, -0.134], [-0.042, -0.080, 0.227], [-0.022, -0.232, 0.121], [0.067, -0.142, 0.047], [0.026, -0.134, -0.219], [0.278, 0.131, 1.537], [3.471, 2.440, -1.368], [-1.474, 0.972, 0.430], [-0.050, -0.507, -0.184], [-0.092, -0.149, 0.270], [0.160, -0.435, 0.131], [-0.082, -0.670, 0.005], [0.742, -1.384, 1.520], [-2.037, 0.783, -1.620], [0.457, 0.313, -0.082], [-0.558, 1.381, -1.386], [1.685, -0.881, 1.474], [-0.092, -0.026, -0.235], [0.279, -0.243, -0.266], [0.215, 0.299, -0.100], [0.012, 0.184, 0.116], [0.389, 0.003, -0.083], [-0.366, 0.247, 0.229], [-0.508, -0.039, -0.059], [0.397, -0.044, 0.228], [-0.020, 0.288, 0.044], [-0.124, 0.076, 0.206], [-0.263, -0.345, 0.221], [-0.005, -0.222, -0.062], [0.072, 0.065, -0.269], [1.145, -0.722, -0.401], [0.209, 0.221, 0.128], [-0.332, 0.035, -0.378], [-0.438, -0.009, 0.065], [-0.247, -0.022, 0.327], [-0.194, -0.057, -0.069], [-0.131, -0.275, 0.201], [0.108, -0.082, 0.185], [0.343, 0.136, 0.100], [0.167, 0.166, -0.021], [-0.052, -0.305, -0.093], [-0.005, -0.113, -0.078], [0.088, 0.092, -0.042], [-0.084, 0.082, 0.160], [-0.354, -0.126, 0.157], [0.205, 1.902, -1.316], [1.779, -1.161, 2.642], [-1.902, -0.750, -1.152], [0.321, 0.789, -1.716], [-0.891, -0.036, 0.020], [0.775, 0.118, 0.218], [0.122, -0.400, -0.746], [0.099, 0.407, -0.400], [-0.648, -0.454, -0.211], [0.121, -0.128, 0.756], [1.009, 1.166, -0.669], [-2.325, -0.720, -0.217], [2.628, -1.071, 3.795], [-1.815, -1.452, -0.962], [0.410, 2.386, -0.284], [1.402, -1.283, 1.686], [0.023, 0.131, 0.096], [-0.295, -0.074, 0.135]], "lowdin_charge": [1.32, -0.11, -0.09, -0.17, -0.22, -0.22, 0.02, -0.13, -0.16, -0.23, 0.12, 0.12, 0.11, 0.11, 0.07, 0.13, 0.07, 0.13, 0.13, 0.13, 0.11, 0.14, 0.04, 0.04, 0.00, 0.91, 0.94, -0.28, -0.31, -0.39, -0.11, -0.06, -0.06, -0.07, -0.10, -0.39, -0.38, -0.05, -0.03, -0.01, -0.05, -0.25, 0.02, 0.04, -0.01, 0.05, 0.02, -0.42, -0.14, -0.06, -0.06, -0.06, -0.09, 0.09, 0.09, 0.09, 0.11, 0.12, 0.11, 0.11, 0.15, 0.06, 0.13, 0.13, 0.12, 0.10, 0.14, 0.13, 0.15, 0.12, 0.10, 0.12, 0.12, 0.11, 0.09, 0.09, -0.32, 0.08, -0.11, 0.12, -0.06, -0.23, -0.06, -0.05, 0.13, -0.19, 0.10, -0.19, -0.29, 0.09, 0.07, 0.15, 0.14], "s_squared": 6.054, "homo_ha": [-0.469, -0.467], "mol_weight_g_mol": 937.96, "charge": 2, "orbital_gap_ha": [0.2196, 0.0959], "spin_multiplicity": 5}



Number 1: largest force on an atom 0.92 eV/Å. Number 2: largest force on an atom 4.74 eV/Å.